A structure of composition C33H37ClO2RuSi2 at a distorted geometry. Source: the OMol25 dataset; level of theory: ωB97M-V with the def2-TZVPD basis set.

Structure (XYZ):
```
76
Properties=species:S:1:pos:R:3:lowdin_charge:R:1
C -3.77515 1.95476 1.44602 -0.142
C -2.78299 0.93529 1.44476 -0.137
C -1.65157 1.40361 2.16364 -0.130
H -2.94342 -0.07209 1.07315 0.112
C -1.89043 2.78832 2.51160 -0.170
C -3.26038 3.09092 2.15744 -0.127
H -3.83020 3.91758 2.57685 0.131
H -4.81048 1.81501 1.16326 0.114
H -0.80247 0.82876 2.54218 0.106
H -1.23319 3.41969 3.14248 0.130
Ru -1.94674 2.88162 0.18412 1.025
Si 0.65100 -1.38046 0.47808 1.102
C 0.74129 -3.13441 0.09504 -0.359
C 0.42661 -3.69234 -1.15981 -0.092
H 0.61340 -3.12355 -2.05866 0.104
C -0.11059 -4.97648 -1.19312 -0.035
H -0.32445 -5.46582 -2.15228 0.126
C -0.36208 -5.63993 0.02711 -0.032
H -0.77095 -6.64833 0.01525 0.118
C -0.10206 -5.05982 1.27915 -0.044
H -0.30581 -5.57157 2.23581 0.132
C 0.45476 -3.79843 1.31465 -0.126
H 0.52301 -3.24754 2.23938 0.098
C 1.80819 -0.18288 1.59140 -0.284
C 2.66562 -0.58747 2.61284 -0.085
H 2.91706 -1.63665 2.72454 0.109
C 3.21528 0.34546 3.51830 -0.039
H 3.87322 0.00470 4.32736 0.125
C 2.95115 1.70264 3.35552 -0.049
H 3.33404 2.42462 4.05570 0.114
C 2.22144 2.15763 2.25537 -0.072
H 2.08369 3.22558 2.05321 0.122
C 1.67923 1.22113 1.39607 -0.194
H 1.15357 1.57607 0.49975 0.033
H -2.30669 1.73753 -0.85057 0.006
Si 2.32954 1.04142 -2.00828 0.943
C 3.77517 1.75991 -1.19444 -0.403
C 4.91829 1.14010 -0.63551 -0.107
H 5.27658 0.14147 -0.88747 0.102
C 5.78348 1.78170 0.22728 -0.060
H 6.53571 1.18845 0.73585 0.117
C 5.73917 3.17273 0.30791 -0.043
H 6.49301 3.69941 0.90346 0.121
C 4.75537 3.83585 -0.43298 -0.076
H 4.75570 4.91785 -0.45284 0.107
C 3.77057 3.16934 -1.16231 -0.130
H 3.03950 3.72731 -1.74667 0.091
C 3.12629 -0.72844 -2.17673 -0.351
C 3.65097 -1.31240 -1.01437 -0.209
H 4.03804 -0.79361 -0.14888 0.071
C 3.74091 -2.67701 -0.79674 -0.098
H 3.96742 -3.01811 0.21416 0.121
C 3.42188 -3.51545 -1.84315 -0.098
H 3.27293 -4.56616 -1.63736 0.117
C 3.26628 -2.96540 -3.11445 -0.077
H 3.14283 -3.64058 -3.94669 0.113
C 3.20928 -1.58609 -3.31185 -0.075
H 3.18394 -1.19706 -4.32503 0.108
H -0.52505 -1.53962 1.20981 -0.012
Cl -1.04793 2.84764 -1.92487 0.004
C -5.81491 3.13100 -1.04402 -0.090
O -5.42202 1.76594 -1.01173 -0.267
C -5.75039 1.03518 -2.19535 -0.184
C -5.08767 -0.32632 -2.04579 -0.183
O -4.86347 -0.71141 -0.68379 -0.230
C -6.05725 -1.06284 0.00722 -0.087
H -6.91553 3.23969 -1.02608 0.109
H -5.40176 3.57476 -0.13764 0.064
H -5.41857 3.66479 -1.92202 0.098
H -6.83860 0.91909 -2.30086 0.135
H -5.33115 1.53031 -3.08402 0.133
H -5.69566 -1.09641 -2.55676 0.134
H -4.08387 -0.27654 -2.49799 0.123
H -6.71455 -0.19691 0.14535 0.090
H -6.60204 -1.85256 -0.52671 0.098
H -5.72535 -1.43417 0.97675 0.090
```

## Properties
F_max in eV/A: 4.16
Total charge: +2
Relative energy (zero: lowest compared OMol25 entry of this formula, charge and spin) in eV: 0.124
Multiplicity: 5
DFT total energy in Eh: -2563.2676
Lowest unoccupied orbital energy (alpha / beta) in eV: -8.32 / -8.74